{"formula": "C32H37BGeN6Ti", "method": "ωB97M-V/def2-TZVPD", "energy_ev": -123009.978, "total_charge": 3, "homo_lumo_gap_ev": [7.1, 5.5], "multiplicity": 2, "s_squared": 0.93, "lumo_ha": [-0.361, -0.421], "elements": ["Ge", "Ti", "N", "N", "N", "N", "N", "N", "C", "C", "C", "C", "C", "C", "C", "C", "C", "C", "C", "C", "C", "C", "C", "C", "C", "C", "C", "C", "C", "C", "C", "C", "C", "C", "C", "C", "C", "C", "C", "C", "B", "H", "H", "H", "H", "H", "H", "H", "H", "H", "H", "H", "H", "H", "H", "H", "H", "H", "H", "H", "H", "H", "H", "H", "H", "H", "H", "H", "H", "H", "H", "H", "H", "H", "H", "H", "H", "H"], "coordinates": [[1.3821, 1.1377, 0.8107], [-0.5620, -0.1500, -0.4150], [-3.1258, 0.2630, -1.3187], [-0.2180, -0.2727, -2.3591], [-2.2995, 0.7992, -0.3436], [-2.2895, -2.1226, -1.1725], [-1.4129, -0.5831, -2.9853], [-1.3052, -1.9810, -0.2060], [-2.0930, -4.0561, -0.1043], [-1.2069, -0.6427, -4.3034], [-2.9921, 1.8055, 0.2654], [4.3836, -1.0324, 3.7332], [-4.2891, 0.9185, -1.3141], [0.7126, 1.4200, 2.6066], [0.8048, 2.5444, -0.4620], [-0.6231, 0.6537, 4.4721], [-0.0664, 0.4357, 3.2192], [-2.4315, 2.6200, 1.3776], [-1.1914, -3.1718, 0.4385], [5.3758, 1.6987, -0.4126], [3.5799, -0.4027, 2.7725], [2.1451, 0.1849, -2.9997], [6.1598, 1.0512, 0.5465], [3.9956, 1.6441, -0.3272], [-4.2316, 1.9026, -0.3218], [-0.4005, 1.8609, 5.1206], [0.1453, -0.3680, -4.5487], [5.7595, -0.9801, 3.6381], [-0.2183, -3.3814, 1.5460], [0.7312, -0.1474, -3.3259], [5.5542, 0.3542, 1.5958], [-5.4198, 0.5973, -2.2246], [-2.7711, -3.3691, -1.1185], [4.1331, 0.3021, 1.6894], [0.9266, 2.6316, 3.2639], [-3.8430, -3.8797, -2.0136], [6.3448, -0.2889, 2.5736], [-2.2665, -0.9725, -5.2924], [3.3430, 0.9675, 0.7147], [0.3747, 2.8457, 4.5190], [-2.6702, -0.9663, -2.1452], [-2.2139, 3.6335, 1.0357], [-6.1785, 1.3723, -2.1550], [7.4242, -0.2351, 2.4953], [-3.1648, 2.7022, 2.1790], [1.5211, 3.4171, 2.8105], [1.1838, 2.4102, -1.4735], [3.4188, 2.1658, -1.0801], [2.3142, 1.2601, -3.0842], [-5.8779, -0.3521, -1.9433], [-5.0158, 2.5961, -0.0684], [-0.8295, 2.0360, 6.0981], [-3.5304, -3.8460, -3.0573], [-0.2760, 2.6853, -0.5071], [-4.0722, -4.9107, -1.7579], [2.5045, -0.4580, 2.8893], [5.8511, 2.2477, -1.2145], [-1.2257, -0.1129, 4.9412], [1.2154, 3.4741, -0.0572], [-0.2404, -0.5187, 2.7266], [0.7982, -3.1313, 1.2348], [0.5487, 3.7833, 5.0298], [0.6248, -0.3449, -5.5128], [2.4108, -0.1386, -1.9916], [-3.5407, -1.3203, -2.8644], [2.8187, -0.3046, -3.7003], [-5.0921, 0.5241, -3.2603], [-0.4818, -2.7796, 2.4171], [-0.2270, -4.4244, 1.8521], [-2.2519, -5.0800, 0.1891], [-1.5262, 2.1854, 1.7967], [-1.9353, -0.6977, -6.2906], [-2.4681, -2.0452, -5.2886], [-4.7530, -3.2888, -1.9121], [3.9116, -1.5551, 4.5543], [6.3863, -1.4604, 4.3769], [7.2403, 1.0908, 0.4800], [-3.1958, -0.4496, -5.0764]], "forces_ev_per_angstrom": [[0.1, -0.1, 0.1], [0.1, 0.1, 0.1], [0.0, -0.1, 0.1], [-0.3, 0.1, 0.3], [0.2, -0.1, -0.2], [-0.1, -0.1, 0.0], [0.1, -0.1, -0.1], [0.1, 0.5, -0.3], [0.0, 0.0, 0.0], [0.0, 0.0, 0.0], [0.0, 0.0, 0.0], [0.0, 0.0, 0.0], [0.0, 0.0, 0.0], [-0.1, -0.1, -0.1], [0.1, 0.0, 0.1], [0.0, 0.0, 0.0], [0.0, 0.0, 0.0], [0.0, 0.0, 0.0], [0.0, -0.1, 0.1], [0.0, 0.0, 0.0], [0.0, 0.0, 0.0], [0.0, 0.0, 0.0], [0.0, 0.0, 0.0], [0.1, 0.0, 0.0], [0.0, 0.0, 0.0], [0.0, 0.0, 0.0], [0.0, 0.0, 0.0], [0.0, 0.0, 0.0], [0.0, 0.0, 0.0], [0.0, 0.0, 0.0], [0.0, 0.0, 0.0], [0.0, 0.0, 0.0], [0.0, 0.0, 0.0], [0.0, 0.0, 0.1], [0.0, 0.0, 0.0], [0.0, 0.0, 0.0], [0.0, 0.0, 0.0], [0.0, 0.0, 0.0], [-0.1, 0.0, 0.0], [0.0, 0.0, 0.0], [-0.1, 0.0, -0.1], [0.0, 0.0, 0.0], [0.0, 0.0, 0.0], [0.0, 0.0, 0.0], [0.0, 0.0, 0.0], [0.0, 0.0, 0.0], [0.0, 0.0, 0.0], [0.0, 0.0, 0.0], [0.0, 0.0, 0.0], [0.0, 0.0, 0.0], [0.0, 0.0, 0.0], [0.0, 0.0, 0.0], [0.0, 0.0, 0.0], [0.0, 0.0, 0.0], [0.0, 0.0, 0.0], [0.0, 0.0, 0.0], [0.0, 0.0, 0.0], [0.0, 0.0, 0.0], [0.0, 0.0, 0.0], [0.0, 0.0, 0.0], [0.0, 0.0, 0.0], [0.0, 0.0, 0.0], [0.0, 0.0, 0.0], [0.0, 0.0, 0.0], [0.0, 0.0, 0.0], [0.0, 0.0, 0.0], [0.0, 0.0, 0.0], [0.0, 0.0, 0.0], [0.0, 0.0, 0.0], [0.0, 0.0, 0.0], [0.0, 0.0, 0.0], [0.0, 0.0, 0.0], [0.0, 0.0, 0.0], [0.0, 0.0, 0.0], [0.0, 0.0, 0.0], [0.0, 0.0, 0.0], [0.0, 0.0, 0.0], [0.0, 0.0, 0.0]], "mulliken_charge": [0.456, 0.406, 0.225, 0.723, 0.650, 0.462, 0.200, 0.386, -1.302, 0.950, 0.624, -0.978, 1.031, 0.639, -1.079, -0.852, 0.557, -1.279, 0.440, -1.149, -0.222, -1.174, -0.682, -0.196, -1.579, -0.642, -1.480, -0.642, -1.338, 0.414, 0.769, -1.341, 0.912, 0.231, -0.682, -1.331, -0.665, -1.297, 0.701, -0.835, -1.008, 0.356, 0.397, 0.478, 0.469, 0.427, 0.322, 0.471, 0.245, 0.296, 0.573, 0.456, 0.292, 0.403, 0.392, 0.463, 0.468, 0.483, 0.547, 0.073, 0.300, 0.479, 0.567, 0.118, 0.039, 0.514, 0.298, 0.255, 0.389, 0.515, 0.180, 0.417, 0.283, 0.296, 0.488, 0.453, 0.492, 0.279]}

{"formula": "C3H5NO2", "method": "ωB97M-V/def2-TZVPD", "energy_ev": -8759.797, "total_charge": 1, "homo_lumo_gap_ev": [3.8, 5.4], "multiplicity": 2, "s_squared": 1.31, "lumo_ha": [-0.403, -0.362], "elements": ["O", "O", "N", "C", "C", "C", "H", "H", "H", "H", "H"], "coordinates": [[-0.8651, -0.3350, 2.3118], [0.7297, -2.2491, -2.1180], [0.2689, 0.4417, -1.6850], [-0.4730, 0.7982, 1.9436], [-0.0249, 0.3278, -0.4308], [-0.1448, 1.3299, 0.7064], [0.6166, -0.4881, -2.2421], [-0.1655, 2.3687, 0.4343], [0.8338, -3.0818, -1.6178], [-0.6386, 1.6058, 2.7237], [-0.1373, -0.7183, -0.0260]], "forces_ev_per_angstrom": [[1.5, 1.6, -2.3], [0.0, 0.8, -1.0], [0.5, -1.7, 0.9], [-2.6, -0.2, 5.6], [0.3, -0.8, 1.0], [0.3, -2.1, -5.8], [-0.9, 1.4, 1.4], [0.4, 0.5, 0.5], [-0.1, 0.1, 0.5], [0.5, -0.6, -0.6], [0.1, 0.9, -0.2]], "mulliken_charge": [-0.330, -0.354, -0.321, 0.080, 0.126, -0.077, 0.448, 0.410, 0.367, 0.323, 0.329]}

{"formula": "C22H41BN7PV", "method": "ωB97M-V/def2-TZVPD", "energy_ev": -69561.439, "homo_lumo_gap_ev": [5.7, 8.4], "multiplicity": 4, "s_squared": 3.77, "lumo_ha": [0.026, 0.023], "elements": ["V", "P", "N", "N", "N", "N", "N", "N", "N", "C", "C", "C", "C", "C", "C", "C", "C", "C", "C", "C", "C", "C", "C", "C", "C", "C", "C", "C", "C", "C", "C", "B", "H", "H", "H", "H", "H", "H", "H", "H", "H", "H", "H", "H", "H", "H", "H", "H", "H", "H", "H", "H", "H", "H", "H", "H", "H", "H", "H", "H", "H", "H", "H", "H", "H", "H", "H", "H", "H", "H", "H", "H", "H"], "coordinates": [[-0.3059, 0.3294, -0.0268], [0.7550, 2.5921, 2.2354], [-0.8652, -2.5355, -1.3793], [0.1621, -1.8947, -0.7390], [-1.3069, 0.4828, -1.6407], [-1.7651, -0.7717, 0.8621], [-2.6178, -1.5561, 0.1032], [-2.1695, -0.5215, -2.1102], [-0.0235, 1.6006, 1.1404], [-1.3979, 1.5211, -2.5213], [0.9183, -3.8571, -1.5502], [3.0672, 1.0214, 2.2718], [1.5970, 4.0933, 1.3635], [2.6159, 2.2549, 4.4045], [1.9645, 1.5214, 3.2042], [-3.4668, -1.4446, 2.1419], [-1.7533, 3.7005, 2.5927], [-3.6289, -1.9845, 0.8688], [1.2767, -2.6509, -0.8771], [1.2454, 0.2501, 3.6870], [-2.7896, -0.0848, -3.2133], [-1.0025, 2.2785, 4.4365], [1.5448, 0.4207, -0.6945], [-2.2909, -0.6947, 2.1038], [2.3229, 3.6783, 0.0888], [-0.4470, -3.7308, -1.8330], [-0.0118, 4.5344, 4.2025], [-0.5262, 3.3129, 3.4208], [2.6203, 4.7912, 2.2674], [0.5346, 5.1074, 0.9315], [-2.3333, 1.1997, -3.4952], [-2.2559, -1.8577, -1.3619], [-1.3679, 1.3825, 3.9298], [-0.2504, 2.0081, 5.1831], [0.5330, 0.3951, 4.5005], [2.9601, 5.7040, 1.7602], [0.0396, 5.6093, 1.7648], [-0.7703, 2.3992, -2.3527], [0.8735, 4.3292, 4.8134], [-3.0592, -2.5941, -1.8817], [0.1914, 5.3992, 3.5692], [2.2159, -2.2985, -0.5119], [-0.2060, 4.6336, 0.2822], [3.7692, 0.4166, 2.8581], [-0.7913, 4.8379, 4.9148], [3.3324, 1.5838, 4.8990], [-1.8544, 2.7008, 4.9865], [1.9065, 2.5548, 5.1811], [1.1925, 1.0422, -1.5645], [1.2415, -0.5288, 0.1708], [-1.7380, -0.1073, 2.8475], [-2.5220, 4.0418, 3.2961], [2.0385, -0.4119, -1.1775], [1.0386, 5.8763, 0.3335], [2.0278, -0.4304, 4.0384], [-2.1210, 2.8369, 2.0329], [1.6258, 3.2180, -0.6141], [-4.1293, -1.5791, 2.9893], [-1.5726, 4.5045, 1.8827], [-4.3400, -2.6478, 0.4066], [2.6757, 0.3629, 1.4972], [-2.6405, 1.8280, -4.3247], [2.2249, 5.1166, 3.2303], [2.7249, 4.5890, -0.3809], [3.6523, 1.8042, 1.7863], [2.2482, 1.0402, -0.1575], [0.7161, -0.2636, 2.8775], [3.1692, 3.0121, 0.2631], [3.5112, 4.1801, 2.4374], [-3.4887, -0.7368, -3.7152], [3.2153, 3.1386, 4.1546], [-1.1667, -4.3805, -2.2927], [1.5639, -4.6730, -1.7763]], "forces_ev_per_angstrom": [[-0.5, -3.5, 0.9], [-2.0, -2.5, -3.1], [1.3, 0.0, 1.1], [-0.2, -0.6, -1.3], [-2.2, -0.1, -3.6], [-2.4, -0.6, 0.8], [1.0, 0.7, 1.2], [1.0, 1.8, 0.3], [2.0, 5.2, 5.1], [0.0, -1.4, 1.1], [-0.5, 1.1, 0.4], [0.4, -0.2, -0.1], [0.1, -0.2, 0.8], [0.3, -0.1, 0.3], [0.1, 0.6, 0.3], [-0.6, -0.3, 0.5], [-0.3, 0.0, 0.0], [0.5, 0.4, 0.0], [-2.8, -0.9, -0.7], [0.0, -0.3, 0.2], [0.5, 0.3, 0.2], [-0.2, -0.1, 0.2], [4.0, -0.7, -0.9], [0.5, -0.3, -1.3], [0.0, 0.0, -0.2], [0.8, 0.5, 0.3], [-0.3, 0.2, 0.4], [0.6, 0.5, 0.1], [0.2, 0.4, 0.0], [0.0, 0.1, -0.2], [-0.5, 0.3, -0.9], [0.0, -0.4, 0.0], [0.1, 0.1, 0.2], [-0.1, 0.1, -0.2], [0.3, 0.0, -0.1], [0.0, -0.1, 0.0], [0.1, -0.1, -0.3], [-0.4, -0.3, -0.2], [-0.1, 0.0, -0.2], [0.0, 0.2, 0.1], [0.0, -0.2, 0.2], [0.3, -0.1, 0.2], [0.0, 0.0, 0.1], [0.0, 0.1, 0.1], [0.0, 0.0, -0.1], [-0.2, -0.1, -0.1], [0.1, 0.0, -0.1], [0.0, -0.1, -0.2], [-0.5, -0.5, 0.7], [-0.3, 2.4, -0.6], [-0.6, -0.4, -0.5], [0.0, 0.0, -0.1], [0.9, 0.4, -0.7], [0.0, 0.0, 0.1], [-0.1, 0.0, 0.1], [0.0, 0.1, 0.1], [0.1, -0.1, 0.1], [0.2, 0.0, -0.2], [-0.1, -0.1, 0.2], [-0.3, 0.0, 0.3], [-0.1, 0.1, 0.2], [0.1, -0.2, 0.2], [0.1, -0.2, -0.1], [-0.1, -0.2, 0.1], [-0.1, 0.1, 0.1], [0.3, 0.0, -0.3], [0.1, 0.2, 0.0], [-0.2, 0.0, 0.0], [-0.2, 0.0, 0.0], [0.0, 0.2, -0.1], [-0.3, -0.2, -0.2], [0.1, -0.2, -0.2], [0.2, -0.4, -0.2]], "mulliken_charge": [0.135, -0.355, -0.201, 0.498, 0.354, 0.651, -0.091, -0.135, 0.385, 0.014, -1.197, -1.566, 2.406, -1.757, 1.943, -1.380, -1.804, -0.037, -0.138, -1.476, -0.098, -1.988, -1.543, 0.050, -1.433, -0.135, -1.966, 2.148, -2.111, -2.115, -1.254, -0.133, 0.177, 0.297, 0.275, 0.543, 0.329, 0.317, 0.248, -0.120, 0.296, 0.469, 0.316, 0.617, 0.545, 0.518, 0.660, 0.260, 0.147, 0.301, 0.024, 0.520, 1.056, 0.592, 0.547, 0.228, -0.068, 0.396, 0.341, 0.479, -0.065, 0.390, 0.274, 0.596, 0.279, 0.469, -0.102, 0.273, 0.349, 0.453, 0.234, 0.465, 0.404]}

{"formula": "C2H7N3S2", "method": "ωB97M-V/def2-TZVPD", "smiles": "CN/C(=N/S)NS", "energy_ev": -28327.457, "homo_lumo_gap_ev": 8.7, "lumo_ha": 0.023, "elements": ["S", "S", "N", "N", "N", "C", "C", "H", "H", "H", "H", "H", "H", "H"], "coordinates": [[-2.1979, 1.1629, -0.5130], [2.0675, 0.7763, 1.2260], [1.3081, -0.5015, 0.3060], [-0.5745, -1.3405, -0.6677], [-0.6511, 0.8200, 0.1370], [0.0865, -0.3200, -0.0752], [0.1898, -2.5271, -1.0395], [-2.9549, 0.7371, 0.5219], [3.2192, 0.6454, 0.5580], [0.6517, -2.9210, -0.1621], [-0.5263, -3.3050, -1.3666], [0.9023, -2.3743, -1.8168], [-0.0864, 1.6190, 0.4001], [-1.3534, -1.1927, -1.2823]], "forces_ev_per_angstrom": [[0.6, -0.3, 0.3], [-0.4, -0.6, -0.6], [0.0, 0.5, 0.3], [0.4, -1.4, -0.7], [-0.5, 0.9, 0.0], [0.1, 0.1, 0.1], [-1.6, -0.7, 0.4], [0.1, 0.1, -0.1], [0.1, 0.2, 0.1], [0.6, -0.2, 0.5], [0.2, 0.5, 0.0], [0.7, 0.3, -0.5], [-0.2, 0.0, 0.0], [-0.2, 0.7, 0.2]], "mulliken_charge": [-0.222, -0.281, -0.555, -0.222, -0.304, 0.754, -0.916, 0.158, 0.151, 0.314, 0.328, 0.304, 0.227, 0.262]}

The energy relative to the best compared isomer or geometry (same formula, charge and spin) results, record by record, are as follows: 0.0 705.9 298.2 18.8 kJ/mol.